Entry 1:
The following is a DFT calculation (ωB97M-V/def2-TZVPD) of a structure of composition C25H70F6NO17S2V at a distorted geometry.

```
122
Properties=species:S:1:pos:R:3
V -1.038 -2.514 1.067
C 0.183 -3.298 4.075
O -0.450 -3.636 2.891
H -0.038 -4.071 4.827
H 1.247 -3.089 3.893
H -0.257 -2.406 4.568
C 2.184 0.167 1.647
F 2.443 -1.000 2.183
F 2.685 1.181 2.341
F 2.642 0.272 0.412
S 0.266 0.358 1.585
O -0.206 -0.214 2.817
O -0.186 1.733 1.465
N -0.189 -0.689 0.320
S -0.385 0.230 -0.939
O -1.602 1.006 -0.856
O 0.816 0.904 -1.374
C -0.861 -1.075 -2.257
F 0.203 -1.799 -2.571
F -1.885 -1.750 -1.772
F -1.307 -0.465 -3.354
O -2.281 -4.017 0.299
H -3.023 -3.779 -0.252
C -4.953 -1.589 0.808
C -3.890 -0.640 1.331
O -2.751 -1.362 1.863
H -4.533 -2.457 0.303
H -5.601 -1.123 0.058
H -5.618 -1.922 1.608
H -4.201 0.060 2.105
H -3.564 -0.047 0.473
H -2.854 -1.166 2.812
C 5.263 3.292 2.200
C 5.428 2.507 3.506
O 5.906 3.398 4.507
H 4.679 4.200 2.323
H 4.794 2.626 1.474
H 6.262 3.567 1.865
H 6.190 1.733 3.339
H 4.596 1.879 3.834
H 5.331 3.382 5.275
C -2.885 -4.540 -3.289
C -3.430 -5.938 -2.972
O -3.855 -5.952 -1.590
H -2.437 -4.480 -4.291
H -2.089 -4.227 -2.614
H -3.580 -3.698 -3.315
H -2.689 -6.738 -3.029
H -4.267 -6.211 -3.622
H -4.807 -5.864 -1.705
C 1.239 3.991 -0.654
C 2.646 3.756 -1.245
O 3.409 4.961 -1.210
H 1.043 3.618 0.342
H 0.655 3.461 -1.409
H 0.924 5.027 -0.792
H 2.464 3.338 -2.238
H 3.044 2.937 -0.633
H 4.254 4.675 -1.583
C 1.576 4.493 2.942
C 2.038 5.671 3.766
O 2.244 6.824 2.961
H 0.787 4.835 2.274
H 1.336 3.588 3.497
H 2.430 4.238 2.309
H 3.013 5.417 4.210
H 1.409 6.035 4.579
H 2.984 6.749 2.355
C -3.811 -0.483 -5.102
C -5.244 -0.752 -5.579
O -5.262 -1.972 -6.333
H -3.148 -0.531 -5.964
H -3.473 -1.164 -4.323
H -3.713 0.496 -4.630
H -5.450 0.053 -6.295
H -5.985 -0.621 -4.789
H -6.152 -2.015 -6.699
C 2.797 -4.087 0.830
C 2.025 -3.537 -0.368
O 0.647 -3.579 -0.030
H 2.726 -3.460 1.719
H 3.882 -4.130 0.662
H 2.508 -5.109 1.074
H 2.306 -4.187 -1.206
H 2.426 -2.577 -0.695
H 0.408 -4.513 -0.098
C -4.492 2.343 -2.238
C -5.927 2.225 -2.723
O -6.564 1.001 -2.397
H -4.475 2.122 -1.167
H -4.094 3.334 -2.454
H -3.794 1.606 -2.638
H -5.949 2.309 -3.813
H -6.556 3.042 -2.353
H -6.670 0.921 -1.445
C 1.732 0.268 -4.684
C 2.439 0.475 -6.020
O 2.648 1.823 -6.381
H 0.921 1.000 -4.617
H 2.374 0.740 -3.926
H 1.526 -0.748 -4.373
H 1.774 -0.027 -6.740
H 3.370 -0.078 -6.146
H 1.900 2.331 -6.047
C 5.604 -1.422 1.958
C 7.013 -1.601 2.541
O 8.038 -1.249 1.604
H 5.529 -1.963 1.013
H 5.476 -0.402 1.584
H 4.902 -1.755 2.718
H 7.127 -2.664 2.757
H 7.183 -1.018 3.449
H 8.254 -0.329 1.773
C -2.591 1.506 4.724
C -2.976 0.155 5.363
O -2.446 -0.907 4.577
H -1.606 1.890 4.998
H -3.308 2.241 5.102
H -2.595 1.466 3.636
H -4.061 0.077 5.309
H -2.590 0.101 6.382
H -1.502 -0.998 4.757
```

Properties
E_HOMO (spin up / spin down): -0.1209 / -0.1692 Ha
⟨S²⟩: 3.755
Lowest unoccupied orbital energy (spin up / spin down): 2.030 / 2.029 eV
Spin multiplicity: 4
Orbital gap (spin up / spin down): 5.32 / 6.63 eV
Charge: -1

***

Entry 2:
The following is a DFT calculation (ωB97M-V/def2-TZVPD) of a cluster of 13 separate species, C25H71O16P in total at a distorted geometry.

```
113
Properties=species:S:1:pos:R:3
C 7.221 0.776 0.456
C 6.799 1.440 -0.633
C 5.371 1.673 -0.987
O 4.881 2.774 -1.150
O 4.685 0.530 -1.181
C 3.359 0.516 -0.634
C 2.427 -0.267 -1.540
C 0.956 0.024 -1.187
C 0.280 -1.162 -0.483
C -1.043 -0.782 0.185
C -2.253 -0.971 -0.730
C -3.536 -0.464 -0.107
O -4.582 -1.067 -0.186
O -3.490 0.697 0.620
C -3.251 1.867 -0.176
P -2.408 3.269 0.746
C -1.239 2.653 2.024
C -1.318 4.058 -0.522
H 6.836 0.910 1.457
H 8.066 0.106 0.343
H 7.529 1.879 -1.303
H 3.359 0.056 0.353
H 2.943 1.512 -0.540
H 2.599 0.041 -2.568
H 2.578 -1.341 -1.459
H 0.861 0.891 -0.532
H 0.368 0.251 -2.076
H 0.958 -1.509 0.292
H 0.161 -1.987 -1.180
H -1.009 0.272 0.441
H -1.196 -1.304 1.127
H -2.081 -0.449 -1.671
H -2.414 -2.014 -0.981
H -2.686 1.655 -1.084
H -4.223 2.245 -0.477
H -0.546 1.890 1.675
H -1.738 2.246 2.897
H -0.656 3.517 2.320
H -1.380 3.524 -1.466
H -1.625 5.080 -0.702
H -0.287 4.045 -0.175
C 2.464 3.364 1.920
O 3.836 3.093 1.647
H 2.250 3.058 2.943
H 2.246 4.430 1.807
H 1.831 2.788 1.241
H 3.992 3.370 0.738
C 0.208 -4.957 0.005
O 1.271 -3.992 0.069
H -0.606 -4.518 -0.568
H 0.538 -5.871 -0.486
H -0.146 -5.187 1.012
H 1.984 -4.383 0.581
C 2.503 -4.210 -3.551
O 2.867 -4.803 -2.314
H 2.895 -4.837 -4.349
H 1.415 -4.152 -3.652
H 2.930 -3.207 -3.649
H 2.517 -4.245 -1.610
C -3.004 5.870 3.792
O -1.654 5.533 3.488
H -3.269 5.366 4.718
H -3.116 6.949 3.931
H -3.675 5.532 2.998
H -1.424 5.981 2.669
C 2.695 7.451 2.091
O 1.810 6.639 1.321
H 2.264 7.555 3.084
H 3.679 6.983 2.177
H 2.804 8.443 1.646
H 2.188 6.548 0.442
C -6.172 -3.842 -2.441
O -5.857 -3.680 -1.068
H -6.482 -4.874 -2.593
H -6.992 -3.182 -2.739
H -5.300 -3.641 -3.073
H -5.582 -2.765 -0.936
C -0.903 -8.899 -1.334
O 0.187 -7.974 -1.280
H -1.702 -8.442 -1.901
H -0.594 -9.825 -1.827
H -1.266 -9.125 -0.329
H 0.892 -8.385 -0.775
C -5.181 3.816 -3.100
O -3.762 3.795 -2.948
H -5.616 3.406 -2.192
H -5.544 4.837 -3.236
H -5.493 3.204 -3.950
H -3.379 4.158 -3.750
C 0.962 4.430 5.479
O 2.370 4.612 5.613
H 0.558 4.195 6.461
H 0.490 5.343 5.108
H 0.742 3.602 4.799
H 2.721 4.817 4.743
C 7.718 -0.916 -3.123
O 8.710 -1.158 -2.126
H 6.989 -0.234 -2.701
H 8.166 -0.459 -4.010
H 7.214 -1.845 -3.403
H 9.356 -1.763 -2.495
C -4.156 1.392 4.725
O -3.327 0.372 4.170
H -3.931 1.489 5.784
H -3.959 2.351 4.233
H -5.210 1.128 4.608
H -3.545 0.307 3.235
C -4.334 -9.861 -2.663
O -3.929 -8.833 -1.763
H -3.472 -10.125 -3.271
H -4.669 -10.748 -2.119
H -5.136 -9.514 -3.319
H -4.689 -8.599 -1.226
```

Properties
E_HOMO: -0.2960 Ha
Lowest unoccupied orbital energy: 0.268 eV
Orbital gap: 8.32 eV
Charge: 0

***

Entry 3:
The following is a DFT calculation (ωB97M-V/def2-TZVPD) of a structure of composition C25H74AgB2F3N6O9PtS at a distorted geometry.

```
122
Properties=species:S:1:pos:R:3
Ag 1.187 3.231 -2.605
Pt 2.207 0.888 0.743
B 1.887 3.319 0.265
H 2.501 2.796 -0.614
H 2.632 3.715 1.117
H 1.276 4.246 -0.200
H 1.078 2.583 0.742
B 0.115 0.228 -0.235
H -0.856 -0.223 -0.755
H 0.442 1.232 -0.777
H -0.090 0.603 0.889
H 0.977 -0.587 -0.268
C 4.858 0.201 -3.241
F 4.262 -0.639 -4.109
F 5.540 -0.521 -2.342
F 5.680 0.991 -3.921
S 3.598 1.241 -2.357
O 3.034 0.446 -1.261
O 4.412 2.334 -1.897
O 2.650 1.626 -3.397
C 3.632 -2.973 -1.342
C 4.592 -3.616 -0.360
C 5.702 -2.683 0.063
O 6.475 -3.328 1.047
C 7.538 -2.502 1.485
N 3.754 -3.918 0.858
H 2.856 -3.661 -1.695
H 4.115 -2.641 -2.261
H 3.073 -2.149 -0.894
H 4.918 -4.591 -0.732
H 5.200 -1.807 0.490
H 6.303 -2.415 -0.813
H 8.250 -2.396 0.656
H 8.031 -2.918 2.357
H 7.181 -1.487 1.699
H 4.287 -4.511 1.480
H 2.943 -4.372 0.449
C -3.117 1.054 -2.985
C -1.932 1.909 -3.413
C -2.429 3.168 -4.141
O -3.252 2.910 -5.245
C -2.568 2.389 -6.353
N -1.114 2.351 -2.269
H -2.777 0.131 -2.516
H -3.701 0.805 -3.872
H -3.736 1.632 -2.297
H -1.287 1.390 -4.128
H -1.543 3.746 -4.453
H -2.919 3.806 -3.401
H -1.630 2.905 -6.604
H -3.189 2.556 -7.233
H -2.341 1.327 -6.221
H -1.738 2.779 -1.589
H -0.822 1.490 -1.814
C -2.530 5.009 -0.596
C -2.262 4.232 0.714
C -3.360 4.521 1.727
O -3.209 3.611 2.808
C -3.724 3.994 4.061
N -2.065 2.796 0.533
H -2.173 6.037 -0.517
H -3.594 5.045 -0.842
H -1.988 4.566 -1.430
H -1.348 4.721 1.081
H -4.364 4.522 1.284
H -3.194 5.515 2.164
H -3.623 5.058 4.290
H -3.231 3.382 4.813
H -4.792 3.738 4.083
H -2.335 2.363 1.408
H -1.080 2.586 0.405
C 2.359 -2.602 3.442
C 1.782 -1.427 2.656
C 1.507 -0.241 3.587
O 1.418 0.961 2.863
C 1.443 2.120 3.696
N 2.709 -1.136 1.527
H 1.916 -2.572 4.446
H 3.441 -2.540 3.507
H 2.020 -3.541 3.013
H 0.838 -1.627 2.142
H 2.391 -0.190 4.252
H 0.683 -0.419 4.283
H 1.280 3.010 3.099
H 2.405 2.188 4.214
H 0.667 2.002 4.456
H 2.676 -1.960 0.923
H 3.667 -1.196 1.866
C -1.364 -5.128 -0.572
C -0.626 -4.677 -1.815
C -0.348 -3.190 -1.843
O 0.132 -2.861 -3.140
C 0.599 -1.524 -3.182
N 0.682 -5.343 -1.965
H -0.998 -4.680 0.356
H -1.194 -6.199 -0.430
H -2.431 -4.934 -0.662
H -1.261 -4.882 -2.687
H 0.408 -2.884 -1.110
H -1.276 -2.629 -1.659
H 1.125 -1.418 -4.126
H 1.264 -1.294 -2.341
H -0.231 -0.828 -3.002
H 0.535 -6.347 -1.985
H 1.052 -5.099 -2.878
C -6.477 -1.019 2.284
C -5.503 0.032 2.769
C -4.148 -0.464 3.230
O -3.382 -0.994 2.180
C -2.230 -1.717 2.548
N -5.365 1.074 1.728
H -7.000 -1.555 3.081
H -6.001 -1.826 1.722
H -7.237 -0.541 1.668
H -5.922 0.553 3.637
H -4.252 -1.191 4.057
H -3.587 0.355 3.715
H -1.882 -1.563 3.577
H -1.402 -1.393 1.913
H -2.466 -2.774 2.393
H -4.597 1.686 1.992
H -5.087 0.638 0.855
```

Properties
E_HOMO (spin up / spin down): -0.3036 / -0.3276 Ha
⟨S²⟩: 2.004
Lowest unoccupied orbital energy (spin up / spin down): 0.069 / -1.351 eV
Spin multiplicity: 3
Orbital gap (spin up / spin down): 8.33 / 7.56 eV
Charge: 0
ΔE to the lowest compared entry with this formula, charge and spin: 0.0 kcal per mole

***

Entry 4:
The following is a DFT calculation (ωB97M-V/def2-TZVPD) of a cluster of 10 separate species, C25H75N15O10 in total at a distorted geometry.

```
125
Properties=species:S:1:pos:R:3
C -1.830 0.469 -5.826
O -2.863 1.148 -5.757
N -0.576 0.930 -5.744
N -1.870 -0.813 -6.073
H 0.218 0.389 -6.055
H -0.463 1.921 -5.586
H -0.985 -1.239 -5.842
H -2.715 -1.366 -6.080
C 2.798 0.846 5.075
O 2.594 2.020 5.372
N 3.079 0.438 3.876
N 2.766 -0.154 5.868
H 3.548 -0.428 3.651
H 3.015 1.143 3.155
H 2.819 -1.090 5.492
H 2.375 -0.022 6.790
C -3.940 2.004 2.967
O -4.400 0.883 2.829
N -2.762 2.299 2.560
N -4.560 3.032 3.385
H -2.118 1.531 2.435
H -2.435 3.254 2.598
H -5.452 2.930 3.849
H -4.042 3.896 3.451
C -1.370 -1.232 3.713
O -1.823 -1.805 4.740
N -1.475 -1.718 2.518
N -0.822 -0.069 3.608
H -1.874 -2.625 2.325
H -0.781 -1.451 1.834
H -0.585 0.321 4.509
H -0.344 0.364 2.831
C 2.788 3.405 2.009
O 3.712 2.640 1.938
N 1.966 3.506 3.010
N 2.373 4.150 1.074
H 1.133 4.075 2.969
H 2.271 3.059 3.863
H 1.693 4.858 1.308
H 3.000 4.085 0.284
C 2.479 -4.062 6.880
C 2.838 -3.945 5.390
C 1.593 -3.826 4.341
O 2.122 -3.545 3.028
C 1.133 -3.715 2.001
N 3.781 -2.809 5.233
H 1.926 -4.969 7.127
H 2.114 -3.142 7.336
H 3.390 -4.195 7.463
H 3.255 -4.899 5.068
H 0.913 -3.027 4.636
H 1.067 -4.777 4.257
H 1.302 -3.121 1.102
H 0.139 -3.556 2.421
H 1.405 -4.634 1.482
H 4.632 -2.984 5.748
H 4.085 -2.872 4.272
C -2.313 -0.329 -2.404
C -1.916 -0.178 -0.897
C -0.483 0.143 -0.788
O 0.015 -0.125 0.551
C 1.429 0.143 0.564
N -2.733 0.716 -0.124
H -2.001 0.459 -3.089
H -3.366 -0.541 -2.589
H -1.824 -1.249 -2.726
H -2.082 -1.179 -0.498
H -0.416 1.198 -1.052
H 0.065 -0.488 -1.487
H 1.998 -0.425 -0.172
H 1.667 -0.212 1.566
H 1.644 1.211 0.592
H -3.591 0.186 -0.073
H -2.377 0.749 0.821
C -1.182 -3.920 -4.640
C -1.135 -5.200 -5.427
C -0.020 -6.260 -5.031
O -0.068 -7.533 -5.622
C 0.906 -8.441 -5.209
N -2.418 -5.897 -5.370
H -1.919 -3.261 -5.099
H -0.238 -3.385 -4.745
H -1.453 -3.975 -3.586
H -0.962 -4.951 -6.474
H -0.086 -6.390 -3.950
H 0.999 -5.919 -5.216
H 1.893 -7.984 -5.128
H 0.849 -9.292 -5.887
H 0.794 -8.980 -4.268
H -2.568 -6.118 -4.396
H -2.256 -6.815 -5.759
C -5.680 1.122 -2.487
C -5.183 2.470 -2.002
C -5.603 2.681 -0.475
O -7.011 2.719 -0.399
C -7.523 3.059 0.859
N -3.795 2.548 -2.234
H -6.745 1.088 -2.721
H -5.273 0.322 -1.869
H -5.353 0.761 -3.462
H -5.666 3.198 -2.654
H -5.158 3.581 -0.052
H -5.213 1.895 0.172
H -8.582 2.819 0.768
H -7.349 4.131 0.951
H -7.031 2.461 1.626
H -3.277 1.902 -1.655
H -3.561 1.992 -3.045
C 4.593 6.572 -1.351
C 5.823 5.857 -0.718
C 5.918 4.428 -1.209
O 4.774 3.704 -0.887
C 4.865 2.351 -1.260
N 7.049 6.570 -1.039
H 4.808 6.698 -2.412
H 4.438 7.571 -0.944
H 3.656 6.053 -1.150
H 5.712 5.886 0.366
H 6.771 3.912 -0.769
H 6.184 4.405 -2.266
H 4.852 2.172 -2.335
H 3.914 1.900 -0.978
H 5.633 1.732 -0.795
H 7.033 6.694 -2.041
H 6.890 7.481 -0.632
```

Properties
E_HOMO (spin up / spin down): 0.0077 / -0.2360 Ha
⟨S²⟩: 0.751
Lowest unoccupied orbital energy (spin up / spin down): 1.974 / 1.860 eV
Spin multiplicity: 2
Orbital gap (spin up / spin down): 1.76 / 8.28 eV
Charge: -1
ΔE to the lowest compared entry with this formula, charge and spin: 34.0 kcal per mole